Entry A
Here is C4H7Cl as an isolated structure from the OMol25 dataset. Energies are from ωB97M-V/def2-TZVPD.

HOMO energy: -9.17 eV
orbital gap: 10.141 eV
E_LUMO: 0.973 eV

XYZ file:
```
12
C4H7Cl | the OMol25 dataset | ωB97M-V/def2-TZVPD
H -1.7109 -1.2343 -1.1785
H 1.5260 1.2065 0.5350
C 0.3383 -0.4202 0.3089
H 2.6584 -0.2816 1.2551
H -0.1143 -0.2945 1.3368
H 2.3003 -0.0570 -0.7480
H -1.2119 1.4253 0.4095
Cl -3.3227 0.6795 -1.0107
H 0.2173 -1.4710 -0.1501
C 1.8333 0.0906 0.2469
C -1.7222 -0.0800 -0.9095
C -0.7916 0.4365 -0.0954
```

Löwdin analysis output, partial charges in e: atom 1 (H): 0.112, atom 2 (H): 0.085, atom 3 (C): -0.315, atom 4 (H): 0.153, atom 5 (H): 0.124, atom 6 (H): 0.049, atom 7 (H): 0.145, atom 8 (Cl): 0.519, atom 9 (H): 0.125, atom 10 (C): -0.124, atom 11 (C): -0.582, atom 12 (C): -0.292

***

Entry B
Here is C4H7Cl as an isolated structure from the OMol25 dataset. Energies are from ωB97M-V/def2-TZVPD.

HOMO energy: -9.68 eV
orbital gap: 10.150 eV
E_LUMO: 0.470 eV

XYZ file:
```
12
C4H7Cl | the OMol25 dataset | ωB97M-V/def2-TZVPD
H 1.8890 1.2732 0.8136
H -0.8758 1.5785 1.7408
C -0.5230 -1.0337 -0.7210
H -0.3815 -2.1930 -0.4212
C 1.2985 0.4835 0.2382
C -0.0693 -0.1520 0.3702
H 2.1474 -0.2675 0.2860
H -1.8427 0.2796 1.0916
Cl 1.3608 1.1699 -1.5982
H -1.8663 -0.9649 -0.9116
H -0.1713 -0.8473 -1.8939
C -0.9657 0.6736 1.0054
```

Löwdin analysis output, partial charges in e: atom 1 (H): 0.090, atom 2 (H): 0.118, atom 3 (C): -0.175, atom 4 (H): 0.097, atom 5 (C): -0.410, atom 6 (C): -0.475, atom 7 (H): 0.076, atom 8 (H): -0.022, atom 9 (Cl): 0.394, atom 10 (H): 0.161, atom 11 (H): 0.088, atom 12 (C): 0.056

***

Entry C
Here is one molecule with the formula C4H7Cl from the OMol25 dataset. Energies are from ωB97M-V/def2-TZVPD.

HOMO energy: -9.62 eV
orbital gap: 10.575 eV
E_LUMO: 0.957 eV
SMILES string: C=C(Cl)CC

XYZ file:
```
12
C4H7Cl | the OMol25 dataset | ωB97M-V/def2-TZVPD
H 0.6877 -0.4077 1.5856
C -0.8638 0.2106 0.1101
H 0.8985 -0.6095 -1.3614
C 1.1967 -1.0378 -0.3797
H -2.4087 1.4230 -0.5507
C 0.5900 -0.0314 0.5155
C -1.3370 1.3811 -0.2458
H 2.2411 -1.0749 -0.3086
H 1.0256 1.0343 0.4647
Cl -2.0272 -1.1466 0.0606
H 0.6856 -1.9573 -0.0090
H -0.6884 2.2164 0.1187
```

Löwdin analysis output, partial charges in e: atom 1 (H): 0.128, atom 2 (C): -0.734, atom 3 (H): 0.099, atom 4 (C): -0.135, atom 5 (H): 0.070, atom 6 (C): -0.320, atom 7 (C): -0.053, atom 8 (H): 0.054, atom 9 (H): 0.128, atom 10 (Cl): 0.599, atom 11 (H): 0.081, atom 12 (H): 0.083

***

Which is more stable than every other structure shown? entry C is more stable than every other one.